Molecular formula: C33H41F6N2O8S2TeV
Method: DFT, the ωB97M-V functional and the def2-TZVPD basis

Each line ends with the Löwdin spin population.
Element x y z (Å)
H -1.9027 -3.9938 -0.6161  0.000
C 0.5445 7.6063 -5.6536  0.000
H 3.2540 4.6561 -2.2215  0.000
O 0.2022 -3.5709 1.8167  -0.001
H -2.4683 1.5024 2.9339  0.000
C -1.9235 5.3227 1.3160  -0.001
H -3.5567 -0.8665 -0.9206  0.000
S 0.9559 -2.4487 1.3892  0.001
F 5.0187 -2.1398 1.8732  0.000
C -0.8144 6.5339 -3.8300  0.000
C -2.5015 -3.2412 -1.1225  0.000
H -1.2417 -0.9330 3.2079  0.000
C 1.6644 -2.9548 -0.2945  0.000
C 0.3416 6.1005 0.8473  -0.001
H 0.3385 -0.4320 3.8554  0.000
H -1.9632 8.1457 4.2021  0.000
S 2.8336 -0.6893 2.0670  0.006
H -2.8508 -1.0702 -2.5249  0.000
H -1.1461 0.3387 4.4611  0.000
C 1.4274 5.8177 -4.1220  0.000
O -1.3274 0.7445 -0.0838  0.008
H 1.9623 5.0284 -0.1322  -0.001
H 2.4375 6.4382 0.7905  0.000
C 2.5138 4.0719 -2.7693  0.000
C -1.2260 8.3977 3.4436  0.000
H -3.4930 -3.2029 -0.6593  0.000
C -1.0431 7.2714 2.4714  -0.001
H -3.4247 4.0050 2.0963  0.000
H 1.5924 7.7536 -5.9064  0.000
H 0.0356 7.2295 -6.5418  0.000
H -3.2430 1.0028 0.6575  0.000
C -2.0624 6.3619 2.2350  0.000
H -2.3761 6.1850 -1.2082  0.000
C 0.1460 7.1197 1.7697  0.000
H -1.6509 7.1522 -4.1270  0.000
H -2.6095 -3.5064 -2.1786  0.000
C -0.7139 5.2119 0.6257  -0.001
H -3.9634 5.0010 0.7566  0.000
Te -0.4588 3.6242 -0.7228  -0.014
H 3.8277 0.9810 -1.8007  -0.001
O 2.7652 -0.3796 0.6196  0.003
O 1.3873 1.3832 -1.2793  -0.011
C 1.3071 4.8996 -3.0763  0.000
H -1.5182 2.4690 1.7970  0.000
O 0.1815 -1.2043 1.0895  0.001
F 2.9671 -3.1623 -0.1885  0.000
H 1.6397 6.6421 -0.7698  0.000
C -2.2684 0.6190 0.9870  0.001
H -2.9644 3.5916 0.4485  0.000
H 2.3727 5.8647 -4.6479  0.000
C -2.3610 5.6293 -2.1449  -0.001
H -0.9668 0.3837 -2.0410  0.000
O -0.4958 0.9194 2.5921  -0.002
H 6.2760 1.2698 -1.5729  0.000
C -2.5987 -0.9348 -1.4598  0.000
H -3.0724 6.0924 -2.8240  0.000
C -3.1196 4.4262 1.1385  0.000
H -1.5740 9.2938 2.9292  0.000
C -1.8362 0.3737 -1.3802  0.002
F 4.7377 -1.1556 3.7788  0.001
C -0.6563 -0.0908 3.5825  0.000
H -2.3587 -0.4390 1.2448  0.000
H 3.2049 3.5364 1.5709  -0.001
C 3.8875 3.0485 0.8873  -0.011
H -2.7448 4.6262 -1.9448  0.000
H -2.5207 1.1770 -1.6955  0.000
F 1.0705 -4.0691 -0.6785  0.000
H -2.9930 6.4541 2.7810  0.000
H 0.9595 7.8103 1.9535  0.000
C 1.9240 2.1048 -0.2900  -0.064
C 3.3791 2.2478 -0.1311  -0.001
C 4.2404 1.6022 -1.0161  -0.011
F 1.4393 -2.0082 -1.1995  0.000
C 0.3917 6.6468 -4.5102  0.000
C 1.6609 6.0401 0.1408  -0.001
H -0.2912 8.6469 3.9417  0.000
C 4.6117 -1.0355 2.4655  0.000
C 5.6073 1.7671 -0.8845  0.001
H 2.9797 3.7346 -3.6938  0.000
H 5.6601 3.8121 1.8152  0.000
C 6.1177 2.5659 0.1330  -0.013
N 2.1442 -2.0869 2.3584  0.000
C -1.7267 1.4449 2.1274  0.000
O -1.8316 -2.0007 -0.9803  0.000
H 2.2788 3.1848 -2.1961  0.000
C 5.2600 3.1990 1.0205  0.001
H 7.1853 2.6941 0.2362  -0.001
F 5.3312 -0.0066 2.0363  0.000
V 0.8090 0.5879 0.4551  1.133
H 0.1095 8.5762 -5.4144  0.000
N 1.0123 2.7992 0.4730  -0.030
O 2.3851 0.3965 2.8866  0.015
C -0.9953 5.6466 -2.7780  -0.001
C 0.0999 4.8518 -2.3864  -0.005

Atoms 1-2, force components in eV/Å:
0.016 0.000 -0.017
0.016 0.041 0.002

## Properties
- multiplicity = 2
- HOMO-LUMO gap (alpha / beta) (eV) = 8.1 / 7.3
- <S²> = 0.84
- net charge = +1
- HOMO (alpha / beta) (eV) = -11.02 / -10.15
- LUMO level (alpha / beta) (eV) = -2.914 / -2.812

=====

Molecular formula: C33H41F9N2O7
Method: DFT, the ωB97M-V functional and the def2-TZVPD basis

Each line ends with the Löwdin charge.
Element x y z (Å)
C 1.1407 -0.9415 3.6075  -0.369
O -3.9225 -0.3550 -1.1569  -0.172
C -0.0923 -1.4499 -1.0709  -0.306
C 0.4602 -0.3832 -2.1507  -0.098
F 3.0796 0.6977 -1.2309  0.037
H 3.1820 0.0654 4.0905  0.079
N 3.1105 -2.5260 0.1820  0.159
H -0.6604 -9.9527 -2.1832  0.089
H -0.3139 -3.2359 1.1329  0.136
C -7.0353 -1.1614 1.1070  -0.034
H -1.2120 -1.7911 1.8520  0.095
H 0.0644 0.9301 4.3679  0.090
H -2.7507 -0.2647 1.4705  0.086
F -0.7671 3.5697 0.1801  0.092
H 0.0337 -2.8822 3.7091  0.125
C -2.3459 -7.1165 -0.4734  -0.537
H -7.1181 -2.3099 1.0676  0.097
C -1.2763 -7.8803 -2.2791  -0.348
H 4.3024 7.2125 -1.0270  0.091
O -2.4529 -8.0226 -1.4879  0.084
C -8.1453 -0.3009 1.8292  -0.076
H 3.2402 -1.5277 3.1120  0.078
H 1.1619 -1.1448 4.7530  0.129
C 6.3131 6.8404 -0.3256  -0.343
O 9.5031 5.7496 -0.0106  0.157
O -3.2433 -6.8143 0.2646  0.145
H -2.0895 -2.4485 -0.3865  0.126
H -1.7396 -9.5824 -3.5155  0.088
H -0.2721 -0.3916 -3.0346  0.135
H 7.0827 7.7654 -2.1459  0.141
H 0.1158 1.3293 -0.5909  0.094
C -2.3198 0.4264 0.6572  -0.046
H -1.2469 0.7109 0.9340  0.047
C 0.0947 0.2811 3.4078  -0.095
H -6.7681 3.1308 1.2103  0.088
F 2.2224 2.5646 0.6458  0.078
H -8.8472 1.9107 2.4508  0.086
H -3.9536 -1.7778 0.5188  0.120
H -1.4769 -7.1225 -3.0453  0.162
C -0.2785 -7.3955 -1.2702  -0.117
H 0.6922 -0.2184 0.7626  0.102
C 0.5581 -1.2976 0.4095  -0.184
H -1.9883 -1.9239 -2.1456  0.147
C 7.0955 7.8903 -1.0581  -0.112
F -0.4615 5.7534 -0.4295  0.071
H 4.6198 5.5300 -0.5524  0.061
C -0.9002 -9.1925 -2.9324  -0.023
H 1.6165 -2.9993 2.7812  0.113
H 0.0139 1.7956 -2.3678  0.140
H -9.0419 -0.8283 2.3332  0.087
C 0.4320 -2.9004 -1.6050  -0.137
C 2.1129 1.7021 -1.6437  -0.249
C -8.0753 1.2562 1.9059  -0.089
H 6.0837 7.1502 0.7007  0.162
C 0.2277 4.5772 0.0599  -0.273
H -2.9383 1.4087 0.7294  0.089
C -4.6040 -1.2979 -0.2906  -0.172
F 0.7599 4.1988 -2.3697  0.099
H -0.9692 -0.1174 3.2538  0.067
C 2.2990 2.9988 -0.7121  -0.183
C -5.8094 -0.4662 0.4330  -0.112
H 5.2490 6.1339 -2.0729  0.098
C 8.4877 6.3355 -0.2621  -0.533
C -1.7144 -1.5925 -1.0633  -0.081
O -1.0847 -6.6042 -0.4048  0.051
C 0.6809 -2.3289 2.9157  -0.171
H 0.5140 -6.7941 -1.7193  0.123
N 0.7871 -3.9830 -2.0281  0.159
H -5.0834 -2.0979 -0.9825  0.147
H 6.7720 8.9034 -0.8120  0.141
C -6.8861 1.9843 1.2013  -0.071
C 5.0464 6.4127 -1.0345  -0.029
F 2.4274 1.9513 -3.0429  0.037
H 0.1737 -8.1999 -0.6806  0.141
F 2.2111 5.4204 -1.0816  0.057
C -2.5058 -0.2162 -0.8039  -0.316
F 0.7930 4.9626 1.3077  0.109
C 2.0620 -1.9155 0.2841  -0.169
O 7.2471 5.7673 -0.2582  0.089
H 2.7355 0.0183 2.2162  0.066
H -0.0392 -9.0697 -3.5930  0.091
H -4.9333 1.7318 -0.0214  0.083
H 0.3952 1.0089 2.5579  0.065
C -0.1708 -2.1594 1.5545  -0.157
O 8.4202 7.6564 -0.5955  0.063
H 1.4886 -0.7301 -2.5662  0.145
C 1.3505 4.2499 -1.0766  -0.159
C 2.6801 -0.5170 3.2433  -0.091
F 3.6692 3.4418 -0.9095  0.056
H -2.0885 0.5567 -1.5681  0.150
C -5.7792 1.1222 0.4793  -0.023
C 0.5919 1.1260 -1.6118  -0.070

Atoms 1-2, force components in eV/Å:
0.499 0.522 0.811
1.722 -0.982 1.423

## Properties
- HOMO-LUMO gap (eV) = 9.0
- HOMO (eV) = -8.88
- LUMO level (eV) = 0.106

=====

So what do the calculations give for DFT total energy? Going down the list: -125194.40000, -76645.90080 eV.